Entry 1:
# C28H49ClF9N2O7S2

A 2-piece molecular cluster, C28H49ClF9N2O7S2 overall in a non-equilibrium geometry (wB97M-V/def2-TZVPD, the Open Molecules 2025 dataset).

```
98
Properties=species:S:1:pos:R:3:lowdin_charge:R:1
C 4.29 -2.64 3.83 -0.06
C 3.18 -1.98 4.61 -0.26
O 1.95 -2.17 3.92 -0.14
C 1.06 -1.09 3.95 -0.19
C 1.35 -0.10 2.84 -0.15
O 1.28 -0.72 1.56 -0.17
C 0.16 -0.49 0.82 -0.15
N 0.54 -0.39 -0.67 -0.01
C 1.65 0.69 -0.78 -0.52
Cl 3.27 0.06 -0.29 0.78
C 1.55 1.96 0.11 -0.24
C 0.33 2.84 0.30 -0.07
C 1.00 -1.82 -1.21 -0.57
S 2.20 -1.81 -2.59 0.93
C 1.51 -2.77 -0.12 -0.19
C 2.03 -4.11 -0.62 -0.08
C 1.84 -5.15 0.45 -0.63
F 2.26 -4.75 1.66 0.15
F 2.49 -6.28 0.15 0.15
F 0.54 -5.48 0.59 0.13
C -0.22 -2.47 -1.90 -0.12
C -1.41 -1.47 -1.88 -0.43
N -1.98 -1.42 -3.20 0.11
C -2.42 -2.02 -0.85 -0.11
C -3.09 -3.33 -1.29 -0.17
C -4.49 -3.20 -1.89 -0.42
C -5.45 -2.42 -0.98 -0.07
C -5.05 -4.63 -2.13 -0.07
C -0.78 -0.09 -1.50 -0.15
C -1.94 0.81 -0.93 -0.20
O -2.26 0.57 0.41 -0.21
C -3.57 1.07 0.73 -0.21
C -3.75 1.06 2.24 -0.04
S -0.58 1.02 -3.07 0.84
O 0.22 2.15 -2.66 -0.27
O -1.90 1.28 -3.55 -0.25
C 0.39 0.36 -4.56 -0.73
F -0.07 1.09 -5.52 0.19
F 0.22 -0.91 -4.84 0.15
F 1.66 0.62 -4.39 0.14
H 5.26 -2.42 4.28 0.08
H 4.16 -3.72 3.83 0.08
H 4.28 -2.28 2.80 0.07
H 3.10 -2.42 5.61 0.12
H 3.39 -0.91 4.73 0.12
H 0.03 -1.46 3.90 0.13
H 1.14 -0.52 4.89 0.14
H 0.69 0.77 2.93 0.14
H 2.38 0.27 2.95 0.13
H -0.33 0.43 1.10 0.11
H -0.59 -1.28 0.90 0.13
H 1.81 0.92 -1.82 0.06
H 2.35 2.59 -0.29 0.12
H 1.90 1.67 1.10 0.07
H -0.59 2.34 0.57 0.05
H 0.55 3.49 1.15 0.09
H 0.10 3.51 -0.52 0.08
H 3.35 -1.77 -1.93 -0.12
H 0.72 -2.96 0.61 0.13
H 2.30 -2.30 0.45 0.09
H 3.09 -4.08 -0.85 0.13
H 1.48 -4.50 -1.48 0.13
H 0.00 -2.80 -2.91 0.10
H -0.49 -3.31 -1.27 0.12
H -2.94 -1.13 -3.24 0.10
H -1.80 -2.23 -3.76 0.11
H -1.95 -2.20 0.12 0.11
H -3.22 -1.30 -0.64 0.09
H -2.47 -3.89 -2.00 0.11
H -3.18 -3.98 -0.41 0.13
H -4.47 -2.73 -2.88 0.12
H -6.47 -2.75 -1.14 0.08
H -5.18 -2.55 0.07 0.09
H -5.44 -1.35 -1.21 0.07
H -5.63 -4.94 -1.26 0.08
H -4.25 -5.36 -2.23 0.08
H -5.70 -4.67 -3.00 0.08
H -1.76 1.87 -1.10 0.11
H -2.80 0.55 -1.56 0.13
H -4.32 0.44 0.24 0.11
H -3.66 2.09 0.33 0.13
H -3.63 2.05 2.66 0.08
H -4.75 0.71 2.50 0.08
H -3.01 0.39 2.69 0.08
C 3.60 7.92 -1.14 -0.05
C 2.51 6.93 -0.79 -0.20
O 2.68 6.40 0.55 0.02
C 2.24 7.17 1.53 -0.41
O 1.71 8.24 1.44 0.18
C 2.48 6.48 2.89 -0.55
F 3.70 5.94 2.95 0.17
F 1.59 5.49 3.06 0.15
F 2.34 7.34 3.88 0.19
H 4.58 7.46 -1.01 0.09
H 3.50 8.24 -2.17 0.09
H 3.55 8.80 -0.50 0.08
H 2.55 6.07 -1.44 0.12
H 1.52 7.38 -0.88 0.13
```

Calculated values
- net charge = +1
- 2S+1 = 1
- total energy (eV) = -105784.6876

Entry 2:
# C28H49GeIN6O2Ti

C28H49GeIN6O2Ti as an isolated structure in a non-equilibrium geometry (wB97M-V/def2-TZVPD, the Open Molecules 2025 dataset).

```
88
Properties=species:S:1:pos:R:3:lowdin_charge:R:1
Ti -1.00 -0.51 1.65 0.94
N -0.79 -1.79 -0.21 0.00
C 0.21 -2.89 -0.13 -0.19
C 0.08 -3.51 1.24 -0.15
N 0.16 -2.48 2.30 -0.20
C 1.57 -2.08 2.58 -0.16
C 1.62 -0.82 3.41 -0.17
N 0.82 0.28 2.78 -0.04
C -0.41 -3.08 3.56 -0.14
C -1.81 -2.57 3.78 -0.17
N -1.72 -1.09 3.72 -0.05
H -1.72 -2.21 -0.26 0.11
H -0.70 -1.29 -1.08 0.08
H 1.20 -2.48 -0.29 0.07
H 0.03 -3.64 -0.90 0.15
H 0.85 -4.28 1.39 0.15
H -0.89 -4.01 1.33 0.14
H 2.08 -1.94 1.62 0.09
H 2.08 -2.90 3.09 0.15
H 2.65 -0.50 3.56 0.14
H 1.20 -0.99 4.40 0.12
H 1.44 0.85 2.22 0.04
H 0.51 0.93 3.51 0.04
H 0.22 -2.80 4.40 0.13
H -0.38 -4.17 3.50 0.15
H -2.22 -2.91 4.73 0.15
H -2.49 -2.89 2.99 0.11
H -1.22 -0.74 4.54 0.10
H -2.65 -0.70 3.77 0.07
C -5.23 -2.24 1.60 0.01
C -4.91 -1.32 0.47 -0.24
N -5.80 -1.14 -0.49 0.17
C -5.53 -0.31 -1.52 -0.04
C -4.38 0.44 -1.64 -0.11
C -4.22 1.35 -2.84 -0.17
O -3.85 2.68 -2.46 -0.06
C -3.40 0.26 -0.62 -0.06
C -2.33 1.22 -0.45 0.00
N -1.39 1.21 0.46 -0.07
C -0.79 2.53 0.63 -0.36
C -0.27 3.23 -0.44 -0.07
C 0.20 4.52 -0.27 -0.04
C 0.16 5.11 0.98 -0.03
C -0.40 4.44 2.05 -0.11
C -0.89 3.15 1.87 -0.63
I -2.02 2.30 3.39 1.19
C -3.68 -0.65 0.39 -0.23
O -2.75 -0.86 1.34 -0.23
H -6.20 -2.71 1.41 0.10
H -5.30 -1.70 2.55 0.10
H -4.49 -3.02 1.71 0.08
H -6.31 -0.23 -2.27 0.14
H -5.15 1.35 -3.40 0.13
H -3.45 0.95 -3.51 0.13
H -4.52 3.30 -2.76 0.11
H -2.42 2.11 -1.06 0.13
H -0.26 2.78 -1.43 0.12
H 0.60 5.06 -1.12 0.13
H 0.53 6.12 1.11 0.13
H -0.49 4.93 3.01 0.11
C 2.72 -1.75 -5.20 -0.09
C 1.92 -0.64 -4.53 -0.25
C 2.03 -0.70 -3.01 -0.29
C 1.14 0.39 -2.36 -0.32
Ge 1.71 0.52 -0.54 1.17
C 2.77 1.97 0.12 -0.29
C 4.22 1.50 -0.15 -0.27
C 4.71 1.89 -1.55 -0.27
C 6.11 1.38 -1.83 -0.08
H 2.66 -1.67 -6.29 0.09
H 2.34 -2.73 -4.92 0.08
H 3.77 -1.70 -4.93 0.08
H 0.87 -0.69 -4.82 0.12
H 2.28 0.34 -4.87 0.12
H 3.08 -0.56 -2.72 0.10
H 1.74 -1.69 -2.65 0.10
H 0.07 0.20 -2.52 0.07
H 1.34 1.38 -2.77 0.09
H 2.30 -0.78 -0.01 -0.01
H 2.58 2.23 1.16 0.08
H 2.51 2.85 -0.46 0.07
H 4.34 0.42 -0.02 0.10
H 4.87 1.95 0.60 0.13
H 4.66 2.98 -1.65 0.12
H 4.01 1.50 -2.31 0.09
H 6.82 1.79 -1.10 0.09
H 6.46 1.67 -2.82 0.09
H 6.16 0.29 -1.76 0.08
```

Calculated values
- net charge = +3
- energy relative to the best compared isomer or geometry (same formula, charge and spin) (eV) = 0.789
- 2S+1 = 2
- expectation value of S² = 0.76

Entry 3:
# C28H49I2NO16P4S

A 5-piece molecular cluster, C28H49I2NO16P4S overall in a non-equilibrium geometry (wB97M-V/def2-TZVPD, the Open Molecules 2025 dataset).

```
101
Properties=species:S:1:pos:R:3:lowdin_charge:R:1
C 8.13 1.00 0.95 -0.21
C 6.89 1.90 0.37 -0.72
I 6.09 1.53 -1.64 0.75
C 6.30 3.01 1.21 -0.67
I 7.05 3.44 3.27 0.71
C 5.05 3.98 0.70 -0.24
C 5.24 5.25 -0.36 -0.03
C 3.97 6.20 -0.88 -0.06
C 2.41 5.89 -0.36 0.01
C 2.19 4.59 0.66 -0.17
C 3.49 3.68 1.18 -0.33
S 3.01 2.24 2.33 0.77
C 1.43 1.58 1.48 -0.38
C 1.09 -0.02 1.32 -0.05
C -0.30 -0.42 0.51 -0.03
C -1.29 0.76 -0.11 -0.17
C -2.65 0.39 -0.97 -0.12
C -0.96 2.36 0.09 0.04
C 0.43 2.80 0.90 -0.16
N 0.78 4.27 1.11 -0.06
H 8.45 0.21 0.14 0.07
H 9.05 1.75 1.09 0.08
H 7.94 0.51 2.00 0.08
H 6.36 5.45 -0.73 0.08
H 4.13 7.11 -1.64 0.09
H 1.48 6.52 -0.70 0.09
H 1.86 -0.80 1.76 0.09
H -0.59 -1.55 0.33 0.09
H -3.30 1.37 -1.02 0.08
H -2.28 0.13 -2.07 0.09
H -3.29 -0.47 -0.49 0.08
H -1.62 3.24 -0.32 0.10
H 0.82 4.37 2.17 0.12
C -4.49 -6.39 2.54 -0.14
O -3.13 -6.13 2.85 -0.29
P -2.84 -4.49 3.32 0.80
O -2.55 -4.16 1.85 -0.26
O -1.44 -4.92 4.08 -0.28
C -0.88 -6.22 4.00 -0.12
O -2.55 -2.85 3.78 -0.32
C -1.36 -2.22 3.34 -0.15
H -4.59 -7.44 2.26 0.08
H -5.11 -6.18 3.41 0.08
H -4.80 -5.76 1.70 0.08
H -0.74 -6.53 2.97 0.10
H -1.52 -6.93 4.54 0.09
H 0.09 -6.20 4.50 0.09
H -1.30 -2.18 2.25 0.04
H -0.48 -2.72 3.75 0.08
H -1.37 -1.19 3.71 0.09
C -7.55 4.65 -1.85 -0.15
O -6.89 4.69 -3.10 -0.30
P -6.46 3.12 -3.68 0.80
O -5.10 3.27 -2.98 -0.26
O -6.35 3.69 -5.23 -0.28
C -6.44 5.06 -5.56 -0.12
O -6.03 1.55 -4.27 -0.32
C -4.78 1.39 -4.93 -0.14
H -7.79 5.67 -1.55 0.09
H -8.47 4.07 -1.94 0.08
H -6.90 4.20 -1.09 0.08
H -5.71 5.66 -5.00 0.10
H -7.46 5.42 -5.38 0.09
H -6.22 5.18 -6.62 0.09
H -3.94 1.65 -4.27 0.08
H -4.74 1.98 -5.85 0.08
H -4.68 0.33 -5.20 0.09
C 9.73 5.17 -1.35 -0.14
O 10.58 6.25 -1.00 -0.29
P 9.91 7.78 -1.43 0.80
O 10.61 7.67 -2.79 -0.26
O 10.89 8.55 -0.35 -0.28
C 11.92 7.89 0.35 -0.12
O 9.23 9.32 -1.86 -0.32
C 10.10 10.32 -2.37 -0.14
H 10.21 4.23 -1.04 0.09
H 8.78 5.26 -0.82 0.06
H 9.56 5.14 -2.42 0.09
H 12.61 7.39 -0.33 0.09
H 11.50 7.19 1.07 0.09
H 12.49 8.64 0.91 0.09
H 10.59 10.00 -3.30 0.08
H 10.85 10.61 -1.63 0.08
H 9.50 11.20 -2.61 0.09
C -8.14 -11.07 -1.24 -0.15
O -7.54 -11.77 -0.17 -0.30
P -7.52 -10.85 1.30 0.80
O -6.14 -10.31 0.90 -0.26
O -7.34 -12.23 2.19 -0.28
C -7.11 -13.50 1.62 -0.12
O -7.49 -9.93 2.76 -0.32
C -6.35 -10.02 3.60 -0.14
H -8.12 -11.71 -2.13 0.09
H -9.17 -10.83 -0.99 0.08
H -7.58 -10.15 -1.45 0.08
H -6.25 -13.49 0.95 0.10
H -8.01 -13.83 1.09 0.09
H -6.92 -14.21 2.42 0.09
H -5.45 -9.68 3.08 0.07
H -6.21 -11.03 3.98 0.08
H -6.51 -9.36 4.46 0.09
```

Calculated values
- SMILES = C/C(I)=C(\I)c1cccc2c1Sc1ccc(C)cc1N2.COP(=O)(OC)OC.COP(=O)(OC)OC.COP(=O)(OC)OC.COP(=O)(OC)OC
- 2S+1 = 1
- total energy (eV) = -128240.9965

Entry 4:
# C28H49N2OP3STc

C28H49N2OP3STc as an isolated structure in a non-equilibrium geometry (wB97M-V/def2-TZVPD, the Open Molecules 2025 dataset).

```
85
Properties=species:S:1:pos:R:3:lowdin_charge:R:1
Tc 0.15 0.45 -0.46 0.79
P -0.59 2.38 0.72 0.74
P -2.07 0.25 -1.02 0.75
P 2.03 1.69 -0.66 0.68
H 1.46 0.35 -4.46 0.11
C 2.19 -0.11 -3.78 -0.14
C 2.22 -1.56 -3.76 -0.03
H 2.66 -1.98 -4.69 0.13
C -1.30 3.74 -0.29 -0.20
C -1.87 2.17 2.03 -0.21
C 0.58 3.36 1.77 -0.23
C -2.20 -1.47 -1.66 -0.23
C -3.53 0.19 0.14 -0.22
C -2.85 1.30 -2.32 -0.21
C 2.88 0.56 -1.72 -0.28
C 3.28 1.74 0.68 -0.18
C 2.06 3.26 -1.63 -0.19
H 3.18 0.25 -4.12 0.16
H 2.58 -2.05 -2.86 0.08
H -1.56 4.56 0.40 0.09
H -2.21 3.40 -0.81 0.04
H -0.57 4.09 -1.03 0.05
H -1.67 2.91 2.83 0.07
H -1.82 1.17 2.47 0.05
H -2.87 2.35 1.63 0.06
H -0.04 4.07 2.35 0.08
H 1.31 3.93 1.16 0.05
H 1.12 2.70 2.46 0.04
H -2.98 -2.01 -1.12 0.06
H -1.25 -2.00 -1.53 0.03
H -2.45 -1.45 -2.72 0.05
H -4.01 1.17 0.22 0.06
H -3.22 -0.15 1.14 0.03
H -4.26 -0.53 -0.26 0.08
H -3.30 0.65 -3.08 0.07
H -2.09 1.94 -2.80 0.04
H -3.63 1.94 -1.89 0.06
H 3.76 1.06 -2.14 0.10
H 2.05 0.29 -2.68 -0.04
H 3.13 -0.39 -1.25 0.09
H 4.27 1.81 0.21 0.09
H 3.23 0.80 1.24 0.05
H 3.13 2.58 1.36 0.05
H 3.05 3.35 -2.09 0.08
H 1.87 4.13 -0.98 0.06
H 1.29 3.23 -2.41 0.06
C -0.68 -1.98 -4.67 -0.55
C -0.62 -0.68 -4.18 -0.25
C -1.13 0.38 -4.92 -0.09
C -2.06 0.08 -5.91 -0.02
C -2.38 -1.26 -6.19 -0.01
C -1.64 -2.30 -5.64 -0.03
S 0.49 -3.11 -3.96 1.08
H -0.33 -4.02 -3.48 -0.03
H -0.05 -0.53 -3.26 0.05
H -0.85 1.41 -4.70 0.12
H -2.54 0.89 -6.44 0.13
H -3.20 -1.46 -6.87 0.13
H -1.77 -3.35 -5.91 0.14
C -0.31 -2.38 5.47 0.06
N -0.52 -2.20 4.05 -0.02
N 0.35 -1.58 3.23 0.06
C -0.20 -1.43 1.99 -0.34
O 0.40 -0.80 1.05 -0.21
C -1.48 -2.06 2.07 0.07
C -1.65 -2.48 3.37 -0.23
C -2.80 -3.10 4.06 0.02
C 1.67 -1.21 3.67 -0.22
C 2.55 -2.22 4.05 0.00
C 3.81 -1.87 4.55 -0.02
C 4.16 -0.52 4.66 -0.02
C 3.25 0.49 4.29 -0.05
C 2.00 0.14 3.79 -0.04
H -1.13 -1.89 6.03 0.12
H 0.64 -1.95 5.78 0.11
H -0.31 -3.45 5.71 0.13
H -2.19 -2.15 1.26 0.10
H -2.52 -4.05 4.55 0.12
H -3.24 -2.44 4.83 0.12
H -3.57 -3.32 3.32 0.10
H 2.25 -3.27 3.96 0.14
H 4.51 -2.65 4.86 0.14
H 5.15 -0.24 5.04 0.13
H 3.53 1.55 4.38 0.12
H 1.25 0.90 3.53 0.10
```

Calculated values
- net charge = +4
- energy relative to the best compared isomer or geometry (same formula, charge and spin) (eV) = 2.391
- 2S+1 = 4
- expectation value of S² = 3.78

Entry 5:
# C28H50BN3O2PReS2

C28H50BN3O2PReS2 as an isolated structure (wB97M-V/def2-TZVPD, the Open Molecules 2025 dataset).

```
88
Properties=species:S:1:pos:R:3:lowdin_charge:R:1
Re -0.31 0.79 -0.12 1.24
N -2.09 4.06 1.99 0.20
C -2.39 2.96 1.33 -0.68
S -1.45 1.47 1.68 0.73
N -3.38 2.88 0.47 0.11
C -4.30 3.97 0.17 -0.24
C -4.44 4.35 -1.16 -0.02
C -5.34 5.36 -1.46 -0.03
C -6.07 5.98 -0.45 -0.03
C -5.92 5.57 0.87 -0.03
C -5.04 4.55 1.19 -0.03
H -1.37 4.06 2.69 0.13
H -2.68 4.88 1.90 0.14
H -3.54 1.99 0.02 0.14
H -3.89 3.84 -1.94 0.09
H -5.48 5.67 -2.49 0.13
H -6.77 6.76 -0.69 0.13
H -6.52 6.03 1.65 0.13
H -4.97 4.18 2.21 0.13
C 1.07 -2.79 1.99 -0.20
S -0.39 -1.79 1.83 0.98
C -1.62 -3.03 1.48 -0.20
O -0.18 -1.11 0.41 -0.69
H 1.18 -3.41 1.10 0.09
H 0.94 -3.40 2.88 0.09
H 1.92 -2.12 2.13 0.07
H -1.72 -3.64 2.38 0.09
H -1.30 -3.62 0.63 0.09
H -2.56 -2.52 1.28 0.08
B -3.68 0.90 -3.16 -0.33
C -2.55 0.59 -2.20 -0.12
N -1.67 0.43 -1.44 -0.06
H -3.43 2.02 -3.55 0.04
H -3.65 0.06 -4.02 0.07
H -4.68 0.83 -2.48 0.07
O 1.53 1.12 -0.28 -0.49
P 2.33 1.84 -1.51 1.02
C 1.94 0.78 -2.92 -0.35
C 2.26 -0.71 -2.56 -0.18
C 3.44 -1.25 -3.37 -0.18
C 3.16 -1.21 -4.87 -0.16
C 2.35 0.04 -5.26 -0.16
C 2.58 1.18 -4.27 -0.18
C 4.08 1.79 -1.09 -0.33
C 4.93 2.80 -1.91 -0.15
C 4.96 4.21 -1.33 -0.18
C 5.29 4.22 0.16 -0.17
C 4.34 3.32 0.95 -0.19
C 4.38 1.89 0.42 -0.17
C 1.55 3.48 -1.54 -0.32
C 0.13 3.43 -0.94 -0.22
C -0.74 4.56 -1.47 -0.15
C -0.96 4.45 -2.98 -0.15
C 0.27 3.87 -3.70 -0.16
C 1.56 4.16 -2.93 -0.16
H 0.85 0.89 -3.03 0.10
H 1.37 -1.31 -2.79 0.13
H 2.44 -0.84 -1.49 0.09
H 3.67 -2.26 -3.05 0.13
H 4.34 -0.66 -3.14 0.11
H 2.61 -2.10 -5.17 0.12
H 4.10 -1.23 -5.42 0.12
H 1.28 -0.18 -5.30 0.12
H 2.62 0.38 -6.26 0.13
H 2.13 2.10 -4.64 0.10
H 3.65 1.36 -4.15 0.11
H 4.34 0.78 -1.43 0.12
H 4.63 2.82 -2.96 0.10
H 5.95 2.39 -1.90 0.14
H 4.00 4.72 -1.51 0.10
H 5.70 4.79 -1.88 0.13
H 5.25 5.24 0.54 0.12
H 6.31 3.87 0.30 0.13
H 3.32 3.71 0.91 0.10
H 4.62 3.31 2.00 0.12
H 3.72 1.23 0.99 0.10
H 5.39 1.50 0.54 0.14
H 2.16 4.07 -0.86 0.11
H 0.19 3.47 0.15 0.09
H -0.41 2.48 -1.28 0.06
H -0.22 5.49 -1.22 0.14
H -1.70 4.60 -0.94 0.09
H -1.19 5.44 -3.37 0.13
H -1.83 3.83 -3.19 0.09
H 0.34 4.26 -4.71 0.13
H 0.15 2.78 -3.82 0.10
H 1.65 5.24 -2.78 0.14
H 2.44 3.88 -3.50 0.11
```

Calculated values
- net charge = +3
- energy relative to the best compared isomer or geometry (same formula, charge and spin) (eV) = 0.016
- 2S+1 = 2
- expectation value of S² = 0.76